Below is 8 unconnected molecules or ions with the total composition C16H48O16, with properties calculated with the ωB97M-V functional and the def2-TZVPD basis.

Geometry as ORCA input:
```
! RIJCOSX wB97M-V def2-TZVPD def2/J DEFGRID3
* xyz 0 1
O 3.753 -0.635 -4.312
C 2.772 0.434 -4.509
C 1.352 -0.109 -4.619
O 0.285 0.824 -4.471
H 4.026 -0.746 -3.409
H 2.873 1.008 -3.597
H 3.019 0.981 -5.394
H 1.272 -0.859 -3.812
H 1.196 -0.664 -5.548
H 0.517 1.485 -3.814
O -2.432 0.540 -4.141
C -3.309 1.644 -4.112
C -4.195 1.511 -2.988
O -3.506 1.512 -1.748
H -1.577 0.626 -4.618
H -2.841 2.608 -4.041
H -3.855 1.579 -5.091
H -4.889 0.707 -3.024
H -4.855 2.383 -3.172
H -3.332 2.459 -1.459
O 2.617 -2.768 4.596
C 3.212 -1.518 4.802
C 2.297 -0.352 4.849
O 1.644 -0.348 3.538
H 2.041 -2.718 3.836
H 3.828 -1.631 5.701
H 3.964 -1.303 4.034
H 2.878 0.573 5.042
H 1.556 -0.454 5.679
H 0.778 0.124 3.694
O 4.075 -1.604 -1.450
C 3.637 -2.949 -1.110
C 2.440 -3.198 -1.924
O 2.769 -3.270 -3.302
H 4.367 -1.101 -0.694
H 4.362 -3.702 -1.287
H 3.287 -2.929 -0.089
H 1.669 -2.457 -1.692
H 2.151 -4.220 -1.714
H 2.992 -2.415 -3.698
O -1.026 -0.559 -1.774
C -1.895 -1.578 -1.222
C -1.076 -2.228 -0.049
O -1.858 -2.709 0.978
H -1.550 -0.208 -2.487
H -2.808 -1.067 -0.837
H -2.167 -2.351 -1.891
H -0.419 -1.489 0.392
H -0.556 -3.074 -0.463
H -2.226 -3.579 0.783
O -2.075 -0.559 2.654
C -1.811 -0.990 3.974
C -1.698 0.315 4.824
O -0.657 1.156 4.253
H -2.563 -1.225 2.153
H -2.719 -1.549 4.287
H -0.900 -1.637 4.079
H -1.454 0.071 5.853
H -2.654 0.867 4.740
H -1.008 1.668 3.445
O 2.768 -0.412 0.878
C 1.897 0.296 -0.006
C 0.763 0.990 0.747
O -0.142 1.546 -0.143
H 2.293 -0.443 1.734
H 2.590 0.904 -0.665
H 1.532 -0.526 -0.652
H 1.129 1.810 1.335
H 0.362 0.143 1.379
H -0.386 0.915 -0.889
O -1.471 2.618 1.989
C -2.675 3.328 1.866
C -2.428 4.478 0.951
O -2.167 3.934 -0.360
H -1.256 2.040 1.226
H -3.488 2.713 1.464
H -3.042 3.627 2.858
H -1.497 4.997 1.184
H -3.257 5.154 0.887
H -1.238 3.571 -0.405
*
```

The calculation puts the energy above the lowest of the compared OMol25 structures with the same formula, charge and spin at 14.1 kcal per mole. The calculation puts the gap between HOMO and LUMO at 0.37850 hartree. As for the LUMO energy: 0.42 eV. The value obtained for the total energy is -1842.12059 Eh. The largest force on an atom is 3.42 eV/A. As for the SMILES: OCCO.OCCO.OCCO.OCCO.OCCO.OCCO.OCCO.OCCO.

Mulliken population analysis, charges in e, atoms 1 to 8: -0.60 -0.37 0.02 -0.51 0.32 0.28 0.30 -0.07